19
Properties=species:S:1:pos:R:3:forces:R:3:lowdin_charge:R:1 method="wB97M-V/def2-TZVPD" homo_ev=-9.92 gap_ev=10.99 de_lowest_ev=2.051 energy_ha=-348.1294
C -1.9981 -0.1751 1.0810 -0.035 0.026 0.075 -0.094
C -1.3857 -0.6441 -0.2376 0.031 -0.007 -0.033 -0.212
C -1.0606 0.5124 -1.1483 -0.225 -0.093 -0.024 -0.297
C 0.1417 0.5473 -1.9804 0.062 -0.108 -0.259 -0.100
O 0.0635 1.3267 -0.7876 0.082 0.123 0.143 -0.074
H -2.8784 0.4572 0.9126 0.125 -0.097 0.015 0.076
H -1.2649 0.3959 1.6590 -0.134 -0.063 -0.080 0.070
H -2.3075 -1.0286 1.6917 0.046 0.118 -0.086 0.075
H -0.4692 -1.2069 -0.0297 -0.131 0.056 -0.070 0.107
H -2.0782 -1.3108 -0.7685 0.095 0.106 0.053 0.118
H -1.9149 1.1094 -1.4740 0.124 -0.080 0.029 0.146
H 0.8366 -0.2920 -1.9412 -0.120 0.122 0.035 0.116
H 0.1584 1.1273 -2.9019 -0.019 -0.084 0.147 0.112
C 2.6794 -0.2797 1.0314 0.416 -0.107 -0.016 -0.171
O 1.3236 -0.0495 1.3250 -0.100 0.171 -0.067 -0.139
H 3.0293 -1.0783 1.6922 -0.030 0.103 -0.111 0.077
H 3.3099 0.6047 1.2091 -0.139 -0.110 -0.023 0.078
H 2.8362 -0.6052 -0.0097 -0.043 0.038 0.171 0.074
H 0.9787 0.5893 0.6771 -0.004 -0.115 0.100 0.038